Record 1
Entry from OMol25: one molecule with the formula C6H8Si (wB97M-V/def2-TZVPD).

```
15
Properties=species:S:1:pos:R:3:forces:R:3
C -0.446107 1.366287 -0.131719 1.2 3.4 0.7
C 0.918650 1.316330 0.017093 -1.4 1.4 -0.5
C -1.265018 0.206743 -0.087006 1.2 -1.6 -0.7
C 1.463032 -0.020633 0.012808 -2.1 -1.9 0.9
C -2.550362 0.232362 0.074711 -2.6 0.2 0.1
C 2.715481 -0.407649 -0.057095 1.8 0.6 0.3
Si -0.364634 -1.425348 -0.051298 3.4 4.0 0.3
H -0.998317 2.373559 -0.058008 0.9 -1.5 -0.3
H 1.510239 2.302489 0.219061 -0.9 -2.1 -0.6
H -3.146638 -0.639120 0.244981 -0.1 -0.7 0.0
H -3.157419 1.116207 0.036585 0.0 0.7 0.1
H 3.065687 -1.366853 0.313619 -0.2 -0.2 -0.7
H 3.531716 0.302293 -0.324353 -0.6 -0.4 0.4
H -0.772685 -1.982434 1.210908 0.0 -1.1 0.3
H 0.217624 -1.941676 -1.280049 -0.7 -1.0 -0.2
```
Forces are in eV/Å.

ΔE to the lowest compared entry with this formula, charge and spin: 54.8 kcal per mole
calculated total energy: -14225.273 eV

Want to see where the charge sits? The natural (NBO) charges in e are: -0.205, -0.225, -0.459, -0.259, -0.328, -0.429, 0.970, 0.202, 0.222, 0.185, 0.187, 0.197, 0.180, -0.130, -0.108

---

Record 2
Entry from OMol25: a 5-piece molecular cluster, C49H66F3N7O7P overall (wB97M-V/def2-TZVPD).

```
133
Properties=species:S:1:pos:R:3:forces:R:3
C 3.146959 -3.533249 3.666562 -0.1 0.9 0.5
C 2.182407 -2.445391 4.222517 0.1 -0.4 -1.2
P 0.637491 -2.507983 3.174736 -0.2 -0.6 0.0
C -0.757359 -2.797369 4.377039 0.2 0.5 0.1
C 0.461144 -0.861142 2.312900 0.5 -0.7 0.0
N 0.527013 0.462411 3.046852 -2.0 1.0 -0.7
N 1.077224 0.486929 4.354590 0.1 0.0 0.9
C 1.577510 1.813951 4.836982 2.2 1.0 0.4
C 0.700310 3.051769 4.929294 -0.7 -1.0 -0.6
O 2.724443 1.861865 5.209109 -1.5 -0.4 -0.5
C 0.123157 0.043691 5.411893 0.1 -1.6 1.5
C -1.312866 0.543161 5.495312 0.6 0.2 -0.6
O 0.554002 -0.678729 6.280993 -0.2 1.2 -1.2
C 1.063676 1.475728 2.083543 0.5 1.2 0.2
C 2.592983 1.517354 1.982069 0.6 0.1 -0.5
C 3.264995 0.778312 0.816059 0.7 -1.1 0.4
O 3.680581 -0.352548 1.019115 -0.7 0.5 -0.1
C 3.462178 1.384876 -0.532489 -0.2 -0.1 1.2
C 4.054911 2.597719 -0.761698 0.0 0.3 1.5
C 4.143973 3.057193 -2.031813 0.9 2.1 -0.5
C 3.668057 2.360970 -3.093677 -0.4 -0.4 -1.5
C 3.109168 1.132497 -2.878635 -0.4 -0.4 -0.6
C 3.020356 0.673144 -1.603194 -0.8 -1.9 0.1
C 0.249692 1.430328 0.762718 -0.2 -0.3 -1.1
O -0.239657 2.696077 0.500971 0.0 -0.2 0.0
C 0.683954 3.556187 -0.148802 -0.9 1.3 -0.1
C 0.445324 5.015372 0.353497 0.9 -0.9 1.0
C 1.800238 5.708930 0.483942 -0.3 0.4 -0.4
O -0.079715 4.872064 1.677970 -0.2 -0.1 0.1
O -0.891822 0.622784 0.856702 0.1 0.1 1.3
C -0.688939 -0.751660 1.265373 0.0 0.0 -0.7
C -2.053459 -1.228782 1.766665 0.3 0.3 -0.9
C -2.399569 -2.693384 1.530387 -1.0 -0.4 1.1
C -3.728186 -3.024356 2.294561 0.7 -0.5 -0.6
C -4.921259 -3.318763 1.380985 -0.6 1.0 0.8
C -5.138063 -2.329962 0.232826 0.5 -0.8 -1.4
N -4.647017 -2.896628 -1.064163 0.2 0.2 0.1
C -0.198619 -1.518555 0.021264 0.1 -0.6 1.3
O -1.177147 -1.671186 -0.987872 0.5 0.4 0.0
C -1.360002 -0.657484 -1.859678 -0.6 -0.3 -0.7
F -1.758198 -1.190896 -3.015464 0.1 -0.1 0.0
F -2.323926 0.175615 -1.476414 -0.1 0.2 0.2
F -0.259460 0.062873 -2.101183 0.3 0.1 0.2
H 3.774703 -3.060131 2.916035 0.0 -0.2 -0.3
H 3.802141 -3.847677 4.474771 0.0 -0.3 -0.1
H 2.603058 -4.356730 3.218585 0.1 -0.3 0.1
H 1.920575 -2.629609 5.256387 -0.1 0.2 0.2
H 2.686934 -1.491328 4.114957 -0.1 0.2 0.3
H -1.406029 -1.935112 4.516045 -0.1 -0.1 0.1
H -0.341654 -3.059816 5.346953 0.1 0.1 0.1
H -1.380083 -3.623368 4.051332 0.0 -0.1 -0.2
H 1.358929 -0.900935 1.688706 0.4 0.2 0.5
H -0.459019 0.762387 3.119096 0.0 -0.2 -0.1
H 0.515187 3.268164 5.977672 0.1 0.1 0.1
H 1.187292 3.890694 4.449092 0.3 0.1 0.0
H -0.255443 2.886121 4.428523 -0.1 0.2 0.1
H -1.790969 0.706959 4.528536 -0.2 -0.1 0.0
H -1.312205 1.499974 6.013430 0.1 0.1 0.1
H -1.873860 -0.153507 6.102861 -0.1 -0.2 -0.1
H 0.748111 2.451611 2.458090 0.0 -0.1 0.3
H 3.076793 1.145255 2.880545 -0.1 -0.2 0.1
H 2.891251 2.565977 1.927519 -0.2 0.1 -0.1
H 4.414576 3.176010 0.076844 0.2 0.2 0.0
H 4.588625 4.023573 -2.220096 0.2 0.1 0.0
H 3.710407 2.723716 -4.108206 0.3 0.4 0.0
H 2.708501 0.519472 -3.668498 0.0 0.1 -0.3
H 2.568913 -0.295177 -1.436074 0.0 -0.2 0.1
H 0.834450 1.112508 -0.109940 0.4 -0.2 0.3
H 0.492792 3.525599 -1.221531 0.3 -0.2 -0.2
H 1.721564 3.336261 0.065767 0.1 -0.5 0.0
H -0.247980 5.553086 -0.288764 -0.1 0.1 0.0
H 1.723737 6.557610 1.163020 -0.1 0.3 -0.2
H 2.554924 5.055158 0.915672 0.0 -0.2 0.0
H 2.155438 6.068065 -0.479816 0.1 0.1 0.0
H 0.073943 5.690726 2.157025 -0.1 0.2 -0.1
H -2.785047 -0.644857 1.210405 -0.1 0.2 0.0
H -2.162728 -0.912162 2.805954 -0.1 -0.2 0.1
H -2.585900 -2.920189 0.488294 0.3 0.3 -0.2
H -1.643679 -3.391154 1.882854 0.3 0.2 -0.1
H -3.944935 -2.219787 2.996035 -0.2 0.1 0.0
H -3.541721 -3.926291 2.879235 -0.1 0.1 0.3
H -4.881068 -4.354571 1.048904 0.1 0.0 -0.4
H -5.801269 -3.261432 2.018683 -0.1 -0.2 0.1
H -6.187496 -2.088077 0.063777 0.0 0.0 0.4
H -4.595130 -1.392289 0.354484 -0.1 0.1 0.4
H -4.379030 -3.864945 -0.947185 -0.2 -0.1 0.0
H -3.799597 -2.430146 -1.362185 -0.1 0.1 -0.1
H 0.039327 -2.520822 0.370966 -0.1 -0.2 -0.2
H 0.748219 -1.093288 -0.306936 -0.1 0.2 -0.5
N -6.601898 -3.665391 4.358057 0.0 0.0 0.2
C -5.971536 -3.634122 5.531220 0.0 0.0 -0.1
C -6.618992 -3.530535 6.752150 0.0 0.0 0.0
C -8.002121 -3.450785 6.756066 0.0 0.0 0.1
C -8.675943 -3.479637 5.546890 0.0 0.0 0.0
C -7.931409 -3.589158 4.382276 0.0 0.0 -0.1
H -4.888755 -3.697023 5.480657 0.0 0.0 0.1
H -6.054563 -3.513237 7.674459 0.0 0.0 0.0
H -8.546430 -3.368048 7.687969 0.0 0.0 0.0
H -9.754550 -3.419683 5.505572 0.0 0.0 0.0
H -8.417758 -3.619131 3.412972 -0.1 0.0 0.0
N -8.619896 -1.539627 -0.718330 -0.1 0.0 0.0
C -9.856763 -1.905708 -0.385030 0.1 0.0 0.1
C -10.963284 -1.712043 -1.196701 0.0 0.0 0.0
C -10.776486 -1.099931 -2.424955 -0.1 0.0 -0.1
C -9.498548 -0.710907 -2.789550 0.0 0.0 0.0
C -8.459948 -0.954477 -1.904154 0.2 0.0 0.1
H -9.957633 -2.378717 0.585988 -0.1 0.0 0.0
H -11.944244 -2.032528 -0.874033 0.0 0.0 0.0
H -11.614617 -0.929304 -3.088436 0.0 0.0 0.0
H -9.309131 -0.230208 -3.739262 0.0 0.0 0.0
H -7.442197 -0.670764 -2.150245 0.0 0.0 -0.1
N 6.065089 3.724505 -5.653397 -0.1 0.0 -0.1
C 6.130476 4.935331 -6.206929 0.0 0.0 0.1
C 6.409593 5.155765 -7.546202 0.0 0.0 0.0
C 6.637514 4.057086 -8.359002 0.0 0.0 0.0
C 6.576320 2.789390 -7.804736 -0.1 0.0 0.0
C 6.286243 2.680588 -6.453469 0.0 0.0 0.1
H 5.948848 5.766875 -5.534348 0.0 0.0 -0.1
H 6.447556 6.161959 -7.940529 0.0 0.0 0.0
H 6.860155 4.186604 -9.410483 0.0 0.0 0.0
H 6.751970 1.906687 -8.405140 0.1 0.0 0.0
H 6.225711 1.707564 -5.976951 0.0 0.0 -0.1
N 8.534054 0.259665 -9.273040 0.1 -0.1 0.0
C 8.296654 -1.017706 -8.976719 -0.1 0.1 0.0
C 9.276284 -1.997688 -8.951299 0.0 0.0 0.0
C 10.577488 -1.632442 -9.253874 0.1 -0.1 0.0
C 10.844626 -0.309986 -9.565875 0.0 0.0 0.0
C 9.792045 0.591771 -9.559566 -0.1 0.1 0.0
H 7.263902 -1.260044 -8.749418 0.0 -0.1 0.0
H 9.025002 -3.019201 -8.701525 0.0 0.0 0.0
H 11.371811 -2.367751 -9.246548 0.0 0.0 0.0
H 11.846171 0.016780 -9.808592 0.0 0.0 0.0
H 9.956382 1.637728 -9.794740 0.1 0.0 0.0
```
Forces are in eV/Å.

total charge: +1
calculated total energy: -94077.885 eV

Results of the Löwdin charge analysis, in e, for atoms 1 through 99: -0.152, -0.382, 1.077, -0.240, -0.274, 0.009, 0.066, -0.393, 0.024, 0.167, -0.404, 0.026, 0.147, -0.110, -0.009, -0.310, 0.111, -0.195, -0.048, -0.072, -0.059, -0.049, -0.053, -0.310, -0.028, -0.106, -0.346, -0.033, -0.046, 0.012, -0.381, -0.108, -0.178, -0.188, -0.192, -0.237, 0.001, -0.088, 0.078, -0.710, 0.183, 0.185, 0.171, 0.064, 0.072, 0.047, 0.062, 0.061, 0.015, 0.045, 0.030, 0.101, 0.165, 0.107, 0.098, 0.079, 0.079, 0.093, 0.103, 0.137, 0.119, 0.128, 0.124, 0.119, 0.107, 0.119, 0.115, 0.145, 0.147, 0.087, 0.145, 0.084, 0.070, 0.092, 0.089, 0.124, 0.096, 0.094, 0.077, 0.102, 0.099, 0.113, 0.075, 0.073, 0.096, 0.053, 0.029, 0.129, 0.123, 0.056, -0.158, -0.073, -0.076, -0.065, -0.144, 0.095, 0.101, 0.108, 0.104

---

no.,HOMO-LUMO gap (eV)
1,8.3
2,7.0